The following is a quantum chemistry calculation of a 12-piece molecular cluster, C48H132N12O12 overall, from OMol25.

Values from the calculation:
* structure (SMILES): COC[C@H](C)N.COC[C@H](C)N.COC[C@H](C)N.COC[C@H](C)N.COC[C@H](C)N.COC[C@H](C)N.COC[C@H](C)N.COC[C@H](C)N.COC[C@H](C)N.COC[C@H](C)N.COC[C@H](C)N.COC[C@H](C)N
* energy relative to the best compared isomer or geometry (same formula, charge and spin): 450.9 kJ/mol
* highest occupied orbital energy: -8.3 eV
* Kohn-Sham gap: 8.541 eV
* strongest force on any atom: 2.87 eV Å⁻¹
* lowest unoccupied orbital energy: 0.3 eV

Last column: Mulliken charge in e.
Geometry (Å):
C -1.568 -5.248 -1.251  -0.35
O -1.464 -6.583 -0.741  -0.26
C -0.472 -7.350 -1.399  -0.56
C -0.515 -8.692 -0.683  1.05
C 0.671 -9.554 -1.097  -1.40
N -1.725 -9.484 -0.923  -0.80
H -2.145 -4.594 -0.598  -0.07
H -1.981 -5.174 -2.258  0.44
H -0.623 -4.715 -1.348  0.03
H -0.683 -7.528 -2.453  0.38
H 0.489 -6.846 -1.303  0.11
H -0.360 -8.493 0.377  -0.17
H 0.546 -10.543 -0.655  0.38
H 1.549 -9.027 -0.722  0.33
H 0.734 -9.641 -2.181  0.31
H -2.548 -8.909 -0.810  0.27
H -1.735 -10.223 -0.235  0.27
C 1.917 1.914 -4.938  -0.62
O 2.134 0.564 -4.461  -0.42
C 0.984 -0.289 -4.509  -0.67
C 1.476 -1.749 -4.406  0.30
C 0.261 -2.711 -4.307  -1.40
N 2.251 -2.000 -3.248  -0.39
H 1.702 1.885 -6.007  0.48
H 2.797 2.539 -4.786  0.18
H 1.068 2.302 -4.375  0.10
H 0.361 0.113 -3.710  -0.03
H 0.364 -0.079 -5.380  0.52
H 2.069 -1.974 -5.292  0.48
H 0.569 -3.730 -4.542  0.39
H -0.450 -2.414 -5.078  0.46
H -0.239 -2.674 -3.339  0.30
H 2.774 -1.158 -3.055  0.07
H 2.853 -2.774 -3.487  0.24
C 0.343 1.901 -0.665  -0.05
O 1.079 1.094 0.270  0.66
C 1.391 -0.224 -0.128  0.40
C 0.154 -1.138 -0.338  0.51
C -0.567 -1.387 0.984  -1.28
N 0.526 -2.400 -0.800  0.93
H 0.686 2.904 -0.411  -0.48
H -0.737 1.819 -0.541  0.14
H 0.586 1.594 -1.682  -0.07
H 2.001 -0.188 -1.031  -0.24
H 2.022 -0.670 0.640  -0.40
H -0.545 -0.657 -1.022  0.53
H 0.108 -1.847 1.706  0.05
H -1.393 -2.095 0.921  -0.38
H -0.913 -0.458 1.438  0.50
H 1.338 -2.740 -0.304  -0.53
H 0.914 -2.278 -1.724  -0.19
C -2.627 -8.090 5.659  -0.77
O -2.754 -7.350 4.424  -0.32
C -1.604 -6.536 4.188  -1.17
C -1.401 -6.078 2.705  1.09
C -0.346 -5.032 2.543  -0.77
N -2.663 -5.595 2.145  -0.53
H -3.417 -8.838 5.595  0.25
H -2.736 -7.416 6.509  0.30
H -1.650 -8.572 5.694  0.34
H -1.725 -5.622 4.770  0.38
H -0.700 -7.017 4.560  0.58
H -1.232 -6.956 2.081  -0.19
H -0.642 -4.156 3.119  -0.03
H -0.296 -4.762 1.488  -0.33
H 0.693 -5.263 2.778  0.67
H -2.768 -5.789 1.160  0.12
H -3.436 -6.069 2.589  0.30
C 3.980 -1.115 3.783  -0.53
O 4.175 0.294 3.976  -0.51
C 2.964 1.063 3.679  0.50
C 3.311 2.538 4.013  -0.07
C 2.198 3.481 3.757  -1.06
N 4.420 3.092 3.251  -0.87
H 3.739 -1.337 2.743  0.01
H 3.190 -1.574 4.377  0.34
H 4.904 -1.619 4.067  0.33
H 2.844 0.971 2.600  -0.63
H 2.062 0.800 4.231  0.69
H 3.593 2.542 5.066  0.41
H 2.461 4.521 3.952  0.43
H 1.413 3.222 4.467  0.41
H 1.870 3.381 2.722  -0.05
H 5.177 2.434 3.139  0.40
H 4.071 3.164 2.306  0.19
C 2.774 -4.438 0.365  -0.50
O 3.140 -3.089 0.457  0.18
C 4.455 -2.749 -0.102  -0.54
C 5.710 -3.501 0.283  0.58
C 6.052 -3.587 1.759  -1.24
N 6.895 -3.071 -0.385  -0.72
H 1.692 -4.557 0.295  -0.41
H 3.115 -4.959 1.259  0.34
H 3.171 -4.983 -0.492  0.41
H 4.233 -2.796 -1.168  0.29
H 4.607 -1.691 0.115  -0.41
H 5.489 -4.499 -0.096  0.36
H 6.689 -4.450 1.950  0.35
H 5.101 -3.704 2.279  0.24
H 6.475 -2.676 2.184  0.31
H 6.943 -3.103 -1.394  0.29
H 6.907 -2.076 -0.212  0.26
C -2.141 2.917 3.812  -0.43
O -1.257 2.338 4.810  -0.47
C -0.708 1.043 4.527  0.51
C -1.862 -0.023 4.430  1.31
C -2.720 -0.028 5.701  -1.66
N -1.237 -1.349 4.315  -0.58
H -2.146 3.986 4.026  0.30
H -3.121 2.440 3.789  0.28
H -1.696 2.889 2.817  0.00
H -0.120 1.016 3.610  -0.73
H 0.038 0.882 5.305  0.37
H -2.525 0.206 3.596  -0.26
H -2.085 0.092 6.580  0.34
H -3.303 -0.944 5.793  0.46
H -3.529 0.700 5.654  0.31
H -0.665 -1.324 3.483  0.01
H -1.976 -2.008 4.116  0.68
C -7.181 -3.883 4.616  -0.78
O -6.058 -4.563 4.042  -0.30
C -5.622 -3.875 2.844  -0.81
C -4.620 -2.693 3.129  0.63
C -4.234 -1.919 1.816  -1.47
N -3.347 -3.157 3.699  0.15
H -7.956 -3.563 3.920  0.33
H -6.837 -2.940 5.042  0.29
H -7.780 -4.472 5.311  0.31
H -5.178 -4.700 2.286  0.05
H -6.450 -3.490 2.249  0.46
H -5.171 -2.019 3.785  0.38
H -3.615 -1.039 1.989  0.14
H -5.145 -1.444 1.452  0.55
H -3.859 -2.479 0.959  0.12
H -3.082 -3.960 3.147  -0.46
H -3.634 -3.498 4.605  0.31
C -2.296 2.041 -3.229  -0.49
O -2.865 1.290 -4.333  -0.28
C -4.071 1.910 -4.788  -0.72
C -4.909 0.898 -5.530  0.45
C -4.097 0.343 -6.694  -1.28
N -6.056 1.583 -6.119  -0.77
H -2.573 1.610 -2.267  0.26
H -2.606 3.085 -3.184  0.47
H -1.211 1.963 -3.307  -0.18
H -4.629 2.226 -3.907  0.40
H -3.765 2.798 -5.342  0.35
H -5.196 0.046 -4.914  0.29
H -3.941 1.087 -7.475  0.27
H -4.566 -0.469 -7.248  0.37
H -3.157 -0.081 -6.341  0.24
H -5.755 2.475 -6.483  0.30
H -6.498 1.876 -5.260  0.31
C -2.246 9.676 -1.058  -0.75
O -2.325 8.739 -0.079  -0.39
C -1.212 7.867 -0.045  -0.61
C -1.253 6.799 1.171  0.45
C -0.245 5.608 1.009  -0.72
N -2.584 6.359 1.375  -0.76
H -2.138 9.298 -2.074  0.26
H -1.455 10.421 -0.974  0.29
H -3.197 10.207 -1.030  0.31
H -1.154 7.404 -1.030  0.12
H -0.282 8.434 -0.017  0.38
H -0.978 7.337 2.078  0.24
H -0.288 5.043 1.940  0.17
H 0.755 6.014 0.854  0.48
H -0.538 4.904 0.230  -0.14
H -2.975 5.970 0.528  0.26
H -3.075 7.236 1.279  0.40
C 3.957 5.033 -3.278  -0.73
O 3.785 4.429 -1.972  -0.31
C 4.241 3.087 -1.865  -0.85
C 4.452 2.716 -0.357  0.66
C 4.807 1.291 -0.122  -0.83
N 3.275 3.002 0.458  -0.02
H 3.149 4.735 -3.947  0.18
H 4.850 4.648 -3.769  0.41
H 4.051 6.113 -3.172  0.27
H 3.411 2.527 -2.296  0.00
H 5.153 2.886 -2.428  0.60
H 5.319 3.303 -0.055  0.26
H 4.064 0.585 -0.493  -0.18
H 4.976 1.085 0.935  0.28
H 5.641 1.163 -0.812  0.56
H 2.786 3.710 -0.070  0.07
H 2.646 2.222 0.330  -0.35
C -0.068 5.378 -2.620  -0.51
O -0.059 6.670 -3.166  -0.46
C 1.218 7.103 -3.612  -0.29
C 1.245 8.646 -3.668  0.56
C 0.261 9.296 -4.754  -1.34
N 2.567 9.206 -3.845  -0.72
H 0.477 5.329 -1.677  0.09
H 0.420 4.625 -3.240  0.49
H -1.111 5.118 -2.438  0.33
H 2.033 6.728 -2.993  -0.01
H 1.416 6.747 -4.623  0.24
H 0.931 9.017 -2.692  0.06
H 0.290 10.351 -5.024  0.40
H -0.734 9.013 -4.409  0.24
H 0.422 8.721 -5.666  0.37
H 2.676 10.198 -3.998  0.26
H 3.084 9.001 -3.001  0.25